Entry 1:
{"formula": "C24H30BF22O12Sn", "method": "the ωB97M-V functional and the def2-TZVPD basis", "relative_energy_kcal_mol": 103.72, "total_energy_ha": -4271.45571, "total_charge": 1, "lumo_ev": -8.71, "molar_mass_g_mol": 1057.97, "orbital_gap_ev": 3.868, "fmax_ev_per_a": 4.75, "symbols": ["Sn", "B", "F", "F", "F", "F", "C", "C", "O", "C", "O", "C", "F", "F", "F", "H", "H", "H", "H", "H", "C", "C", "O", "C", "O", "C", "F", "F", "F", "H", "H", "H", "H", "H", "C", "C", "O", "C", "O", "C", "F", "F", "F", "H", "H", "H", "H", "H", "C", "C", "O", "C", "O", "C", "F", "F", "F", "H", "H", "H", "H", "H", "C", "C", "O", "C", "O", "C", "F", "F", "F", "H", "H", "H", "H", "H", "C", "C", "O", "C", "O", "C", "F", "F", "F", "H", "H", "H", "H", "H"], "positions_angstrom": [[-1.762, -5.075, 1.555], [0.217, -2.586, 0.508], [-0.748, -2.173, -0.361], [-0.139, -2.604, 1.835], [0.544, -3.853, 0.224], [1.356, -1.819, 0.427], [0.270, -3.037, -3.774], [-0.418, -4.306, -3.205], [-1.751, -4.413, -3.733], [-2.780, -4.547, -2.868], [-2.666, -4.760, -1.690], [-4.214, -4.700, -3.564], [-4.791, -5.753, -2.975], [-4.921, -3.627, -3.446], [-4.100, -4.985, -4.890], [-0.531, -2.298, -3.801], [0.608, -3.102, -4.808], [1.158, -2.741, -3.215], [-0.299, -4.370, -2.123], [0.230, -5.143, -3.468], [-2.843, 0.079, -3.356], [-2.052, 0.821, -2.337], [-2.520, 2.180, -2.485], [-3.029, 2.941, -1.436], [-2.896, 2.685, -0.243], [-3.700, 4.265, -1.939], [-4.398, 4.788, -0.918], [-2.737, 5.069, -2.447], [-4.551, 4.058, -2.882], [-2.391, 0.162, -4.344], [-3.876, 0.427, -3.367], [-2.737, -0.967, -3.069], [-0.991, 0.854, -2.586], [-2.027, 0.333, -1.363], [1.606, -0.163, 3.255], [1.726, 1.243, 3.824], [1.471, 1.265, 5.247], [1.472, 2.382, 5.995], [1.751, 3.489, 5.565], [0.975, 2.107, 7.428], [0.021, 2.992, 7.692], [0.540, 0.859, 7.603], [1.944, 2.437, 8.284], [0.599, -0.529, 3.452], [2.377, -0.793, 3.699], [1.660, -0.258, 2.170], [1.153, 1.879, 3.149], [2.754, 1.564, 3.655], [-2.212, 1.237, 2.452], [-2.436, -0.209, 1.986], [-3.486, -0.199, 1.049], [-3.966, -1.353, 0.454], [-3.637, -2.489, 0.687], [-5.090, -1.119, -0.593], [-6.178, -1.860, -0.362], [-5.470, 0.180, -0.661], [-4.585, -1.587, -1.748], [-3.208, 1.511, 2.800], [-1.718, 1.697, 1.596], [-1.561, 1.308, 3.323], [-2.670, -0.949, 2.751], [-1.577, -0.641, 1.472], [5.315, -1.317, 1.761], [4.409, -0.286, 1.028], [5.015, 0.484, -0.039], [5.725, 1.574, 0.199], [6.103, 1.918, 1.328], [6.050, 2.286, -1.108], [5.357, 3.449, -1.220], [7.315, 2.722, -1.168], [5.722, 1.559, -2.188], [6.204, -0.852, 2.187], [5.744, -2.051, 1.078], [4.847, -1.823, 2.606], [3.886, 0.247, 1.823], [3.580, -0.814, 0.556], [2.039, 0.095, -2.439], [1.410, 0.624, -1.094], [1.099, 1.975, -1.353], [0.897, 2.812, -0.360], [0.933, 2.466, 0.830], [0.662, 4.318, -0.724], [1.766, 4.995, -0.333], [0.560, 4.380, -2.063], [-0.447, 4.846, -0.159], [1.312, 0.281, -3.229], [2.231, -0.976, -2.385], [2.952, 0.656, -2.642], [2.046, 0.489, -0.219], [0.495, 0.139, -0.755]], "atomic_forces_ev_per_a": [[0.91, 2.56, -1.57], [1.68, 2.82, -0.69], [-1.20, 0.34, -0.19], [-2.25, -0.80, 2.28], [-0.15, -4.70, -0.64], [0.38, 0.44, -0.30], [-1.02, -0.29, -0.13], [2.49, 0.37, -0.12], [-1.39, 0.02, 1.03], [1.12, -1.01, -1.37], [-0.12, 0.24, 0.98], [1.92, -1.26, -1.27], [-0.17, 0.44, 0.00], [-0.82, 0.88, 0.44], [0.13, 0.21, 1.16], [0.42, 0.60, 0.36], [-0.19, -0.58, -0.05], [-0.41, 0.05, 0.35], [-1.02, 0.65, 0.10], [-0.75, -0.55, -0.79], [0.53, -1.09, -0.29], [0.86, 0.66, -0.33], [-1.15, 2.01, 2.12], [1.74, -1.76, 1.36], [-0.47, 0.42, -2.93], [0.99, -0.52, 0.96], [1.04, 0.41, -0.28], [-0.53, 0.02, 0.97], [-1.28, -0.62, -1.72], [-0.24, 0.29, -0.05], [0.06, -0.35, -0.02], [-0.51, -0.23, -0.30], [0.04, 0.10, -0.26], [-0.86, 0.75, 0.50], [-0.51, -0.21, 0.87], [1.35, 0.28, -1.38], [-0.74, -0.53, 0.21], [0.52, 1.39, -3.01], [-0.52, -2.01, 1.36], [0.53, 1.17, -0.11], [-1.06, -0.29, -0.14], [0.19, 0.46, 0.28], [0.49, -0.97, 0.20], [0.03, -0.36, 0.43], [-0.26, -0.34, 0.03], [0.38, 0.69, 0.04], [-0.61, 0.56, 0.99], [0.12, 0.24, 0.27], [-0.11, -1.81, -0.03], [1.62, -0.94, 0.65], [-2.78, -2.07, -2.80], [0.94, 2.30, 2.12], [0.55, -0.57, 0.34], [-0.33, 0.64, -0.10], [0.37, 0.28, 0.50], [0.63, -1.42, -0.34], [-0.19, 0.77, 0.11], [0.17, 1.06, -0.54], [-0.71, 0.85, 0.36], [0.15, -0.33, -0.08], [-0.23, 0.23, 0.46], [0.26, 0.27, 0.01], [1.00, 0.68, -0.83], [-0.26, -1.48, 1.19], [-0.64, -0.28, 0.06], [0.95, -0.37, 4.24], [-0.97, -0.35, -3.41], [0.08, 2.27, -1.16], [-0.66, -0.63, 0.47], [0.05, -1.28, 0.06], [0.60, 0.02, 0.48], [-0.12, 0.43, 0.05], [-0.38, -0.19, -0.12], [-0.50, 0.10, -0.30], [0.54, 1.14, -0.35], [0.33, -0.10, -0.41], [-0.98, 0.41, 1.44], [0.51, -1.32, -0.43], [-0.16, 1.98, -0.69], [-0.02, -1.17, 3.69], [-0.23, 0.89, -2.41], [0.41, -0.66, -0.64], [-1.10, -0.23, -0.20], [-0.18, 0.60, 0.50], [1.26, -0.60, -0.46], [0.12, -0.01, -0.12], [0.14, 0.14, 0.12], [-0.02, -0.15, 0.00], [0.39, 0.48, -0.27], [-0.17, -0.24, -0.55]], "mulliken_charge": [1.746, -0.298, 0.283, -0.405, -0.273, -0.106, -0.775, 0.019, -0.284, 0.436, -0.470, 0.747, -0.249, -0.152, -0.240, 0.073, 0.464, 0.211, -0.076, 0.378, -1.143, 1.025, -0.442, 0.481, -0.488, 0.743, -0.229, -0.229, -0.243, 0.393, 0.423, -0.038, -0.097, -0.294, -0.699, -0.352, -0.290, 0.305, -0.519, 0.910, -0.256, -0.222, -0.246, 0.346, 0.411, -0.068, 0.320, 0.489, -0.982, 0.398, -0.088, 0.242, -0.495, 0.840, -0.263, -0.235, -0.179, 0.416, 0.084, 0.281, 0.376, -0.346, -1.406, 0.672, -0.261, 0.501, -0.554, 0.810, -0.264, -0.242, -0.226, 0.414, 0.378, 0.348, -0.269, 0.078, -1.530, 1.266, -0.451, 0.526, -0.573, 0.772, -0.224, -0.242, -0.212, 0.448, 0.200, 0.296, 0.074, -0.401]}



Entry 2:
{"formula": "C24H30F3N12OS2Zr", "method": "the ωB97M-V functional and the def2-TZVPD basis", "relative_energy_kcal_mol": 23.14, "total_energy_ha": -2807.31037, "total_charge": 3, "lumo_ev": -9.11, "molar_mass_g_mol": 714.94, "orbital_gap_ev": 6.726, "fmax_ev_per_a": 1.39, "symbols": ["Zr", "C", "C", "N", "N", "C", "N", "S", "C", "C", "C", "C", "C", "N", "H", "H", "H", "H", "H", "H", "H", "H", "H", "H", "C", "N", "C", "C", "N", "N", "C", "N", "N", "H", "H", "H", "H", "H", "H", "H", "H", "H", "H", "H", "F", "C", "F", "F", "C", "C", "C", "C", "N", "C", "S", "H", "H", "H", "N", "C", "O", "C", "C", "C", "C", "N", "C", "H", "H", "H", "H", "H", "H"], "positions_angstrom": [[-0.234, 0.234, 0.066], [4.093, 1.728, -0.997], [2.843, 1.289, -0.312], [1.645, 1.652, -0.649], [1.469, 2.561, -1.644], [0.311, 3.293, -1.720], [0.261, 4.265, -2.625], [-0.961, 2.940, -0.700], [2.918, 0.395, 0.856], [4.095, 0.259, 1.591], [4.129, -0.610, 2.672], [2.982, -1.320, 2.986], [1.841, -1.109, 2.225], [1.784, -0.264, 1.193], [4.404, 2.712, -0.634], [3.964, 1.797, -2.078], [4.902, 1.025, -0.817], [2.276, 2.876, -2.183], [1.061, 4.569, -3.161], [-0.578, 4.822, -2.699], [4.974, 0.829, 1.343], [5.038, -0.731, 3.240], [2.958, -2.021, 3.803], [0.934, -1.660, 2.456], [-5.512, 0.648, -2.061], [-4.592, 0.557, -0.940], [-5.111, 0.933, 0.365], [-3.299, 0.268, -1.094], [-2.388, 0.413, -0.167], [-2.920, -0.248, -2.330], [-1.663, -0.300, -2.876], [-1.617, -0.778, -4.130], [-0.606, 0.101, -2.218], [-6.372, 1.235, -1.752], [-5.875, -0.335, -2.364], [-5.052, 1.171, -2.900], [-6.189, 0.783, 0.372], [-4.915, 1.987, 0.574], [-4.696, 0.305, 1.154], [-2.782, 0.843, 0.673], [-3.683, -0.548, -2.925], [-2.438, -1.081, -4.628], [-0.745, -0.873, -4.625], [0.215, 0.047, -2.828], [-1.454, -1.399, 5.011], [-2.139, -0.250, 4.935], [-3.322, -0.527, 4.366], [-2.368, 0.170, 6.168], [-1.383, 0.766, 4.105], [-1.028, 2.002, 4.603], [-0.307, 2.877, 3.787], [0.008, 2.484, 2.504], [-0.352, 1.293, 1.993], [-1.035, 0.422, 2.784], [-1.384, -1.089, 2.055], [-1.301, 2.275, 5.611], [-0.011, 3.847, 4.152], [0.580, 3.134, 1.847], [4.318, -3.960, -2.326], [3.470, -2.932, -2.301], [3.659, -1.850, -2.824], [2.165, -3.132, -1.554], [1.506, -4.339, -1.333], [0.244, -4.297, -0.753], [-0.307, -3.075, -0.391], [0.327, -1.908, -0.581], [1.527, -1.960, -1.167], [5.178, -3.873, -2.848], [4.171, -4.814, -1.815], [1.939, -5.280, -1.633], [-0.306, -5.210, -0.589], [-1.292, -3.016, 0.064], [2.035, -1.018, -1.378]], "atomic_forces_ev_per_a": [[-0.25, 0.48, -0.97], [-0.02, 0.18, -0.01], [-0.31, 0.36, -0.28], [0.21, -0.73, 0.55], [0.33, 0.67, -1.00], [0.13, -0.12, 0.20], [0.15, -0.13, 0.07], [-0.10, -0.25, 0.13], [0.26, -0.34, 0.47], [-0.43, 0.04, -0.35], [-0.30, -0.11, 0.05], [0.24, 0.28, -0.21], [0.02, -0.35, 0.22], [0.50, -0.02, 0.17], [0.03, 0.03, 0.03], [-0.01, -0.07, 0.00], [-0.04, 0.03, -0.03], [-0.16, -0.20, 0.30], [0.01, -0.04, -0.02], [0.05, -0.06, 0.06], [0.10, 0.06, -0.14], [0.08, -0.01, 0.10], [-0.03, -0.08, 0.09], [0.15, 0.15, -0.07], [-0.23, 0.00, -0.40], [0.45, -0.18, 0.04], [-0.07, 0.10, 0.42], [0.22, 0.17, -0.06], [-0.88, 0.23, 0.00], [-0.51, -0.06, -0.10], [0.14, 0.15, -0.05], [-0.06, -0.01, 0.00], [0.21, -0.04, -0.12], [0.03, -0.02, -0.03], [-0.03, -0.03, -0.07], [-0.03, -0.03, -0.05], [0.07, -0.03, -0.03], [0.02, 0.00, 0.06], [0.03, 0.01, -0.04], [-0.01, -0.28, -0.23], [0.20, 0.04, 0.12], [-0.01, 0.07, 0.04], [0.03, 0.02, 0.10], [-0.21, -0.01, 0.28], [0.12, -0.08, 0.07], [-0.06, -0.08, -0.05], [-0.13, 0.03, -0.06], [0.05, 0.24, 0.13], [0.01, -0.09, -0.21], [0.05, -0.18, -0.28], [0.01, -0.18, -0.25], [0.25, 0.61, 0.18], [-0.72, 0.11, 1.19], [0.20, 0.60, 0.56], [0.28, -0.42, -0.62], [-0.01, 0.03, 0.10], [0.08, 0.08, -0.04], [-0.18, -0.07, 0.06], [0.29, -0.26, -0.09], [-0.40, 0.04, 0.31], [0.17, 0.23, -0.08], [-0.23, 0.22, -0.04], [-0.09, 0.46, 0.09], [0.03, 0.19, 0.00], [-0.28, -0.26, 0.12], [0.40, -0.64, -0.07], [0.28, -0.07, -0.26], [-0.04, 0.04, 0.02], [-0.03, 0.06, -0.03], [0.02, -0.14, -0.02], [-0.13, -0.01, 0.07], [0.13, -0.09, -0.02], [-0.06, -0.24, 0.00]], "mulliken_charge": [-1.095, -2.307, 1.038, 1.118, -0.964, 0.669, -0.398, -0.247, 0.538, -1.018, -0.717, -1.191, -0.290, 0.916, 0.373, 0.633, 0.553, 0.238, 0.200, 0.252, 0.572, 0.492, 0.535, 0.549, -1.213, 0.161, -1.283, 0.115, 0.306, -0.075, 0.310, -0.379, -0.043, 0.432, 0.335, 0.443, 0.454, 0.354, 0.495, 0.028, 0.300, 0.190, 0.216, 0.062, -0.202, 0.576, -0.198, -0.280, -0.338, -0.325, -1.109, -0.452, 0.670, 1.062, -0.367, 0.601, 0.506, 0.422, -0.342, 0.413, -0.609, -0.246, -0.281, -1.302, -0.615, 1.027, 0.460, 0.269, 0.177, 0.475, 0.500, 0.531, 0.318]}